1.
An isolated molecule of C19H20NO4P. Source: the OMol25 dataset; level of theory: ωB97M-V/def2-TZVPD.

charge: 0
structure (SMILES): COCCCCc1ccc2c(c1)C(=O)c1cc(P(N)O)ccc1C2=O
orbital gap: 6.7 eV

XYZ file:
```
45
C19H20NO4P | the OMol25 dataset | ωB97M-V/def2-TZVPD
C -1.981 -3.039 0.273
O -3.093 -3.365 -0.678
C -3.053 -2.215 -1.640
C -2.346 -2.690 -3.041
C -2.140 -1.505 -4.155
C -2.694 -0.027 -3.710
C -1.601 0.845 -2.798
C -1.772 2.503 -2.667
C -0.765 3.452 -1.760
C 0.468 2.731 -0.946
C 0.638 1.105 -1.129
C -0.343 0.134 -2.023
C 1.911 0.414 -0.300
O 2.636 -0.602 -0.792
C 2.253 1.054 1.178
C 2.720 0.020 2.375
C 3.013 0.685 3.853
P 3.507 -0.551 5.258
N 3.274 -2.259 4.714
O 2.357 -0.382 6.601
C 2.864 2.308 4.041
C 2.394 3.360 2.838
C 2.067 2.679 1.368
C 1.540 3.538 0.042
O 1.961 4.795 -0.182
H -1.669 -3.980 0.933
H -1.009 -2.758 -0.349
H -2.332 -2.175 0.988
H -2.513 -1.342 -1.078
H -4.187 -1.891 -1.796
H -1.322 -3.280 -2.874
H -3.071 -3.495 -3.541
H -0.987 -1.363 -4.417
H -2.719 -1.791 -5.158
H -2.805 0.602 -4.719
H -3.754 -0.020 -3.214
H -2.659 3.039 -3.253
H -0.958 4.605 -1.709
H -0.199 -1.035 -2.100
H 2.783 -1.122 2.118
H 3.579 -2.383 3.715
H 2.264 -2.529 4.755
H 2.401 0.603 6.868
H 3.063 2.795 5.089
H 2.280 4.532 3.020
```


2.
A structure of composition C49H42N8O2SSr. Source: the OMol25 dataset; level of theory: ωB97M-V/def2-TZVPD.

charge: 0
orbital gap: 6.5 eV
energy above the lowest of the compared OMol25 structures with the same formula, charge and spin: 0.0 kJ/mol

XYZ file:
```
103
C49H42N8O2SSr | the OMol25 dataset | ωB97M-V/def2-TZVPD
Sr 0.162 0.039 0.860
C -1.529 -2.753 1.279
O -0.361 -2.232 0.693
C 0.504 -3.104 0.104
C 0.294 -4.474 0.023
C 1.231 -5.300 -0.582
C 2.388 -4.764 -1.115
C 2.611 -3.404 -1.036
C 1.690 -2.547 -0.426
N 1.891 -1.186 -0.276
N 3.047 -0.788 -0.674
C 3.450 0.480 -0.651
C 2.703 1.611 -0.161
O 1.598 1.516 0.436
C 3.255 2.917 -0.414
C 4.430 3.107 -1.052
C 5.228 2.004 -1.467
C 6.472 2.191 -2.089
C 7.245 1.117 -2.458
C 6.798 -0.177 -2.186
C 5.578 -0.383 -1.591
C 4.754 0.694 -1.234
H -2.139 -3.295 0.550
H -2.083 -1.886 1.638
H -1.293 -3.413 2.121
H -0.591 -4.924 0.447
H 1.042 -6.362 -0.631
H 3.120 -5.408 -1.581
H 3.505 -2.966 -1.445
H 2.647 3.755 -0.097
H 4.787 4.110 -1.251
H 6.820 3.198 -2.273
H 8.201 1.268 -2.944
H 7.411 -1.023 -2.462
H 5.232 -1.378 -1.366
N 2.520 -0.532 5.131
C 2.904 -1.806 4.810
C 3.698 -2.734 5.463
C 3.904 -3.937 4.820
C 3.324 -4.207 3.577
C 2.517 -3.294 2.933
C 2.306 -2.065 3.552
N 1.590 -0.967 3.157
C 1.743 -0.073 4.100
C 1.185 1.256 4.101
C 1.325 2.200 5.093
S 0.478 3.631 4.682
C -0.010 2.859 3.205
N 0.429 1.671 3.056
H 2.769 -0.026 5.963
H 4.139 -2.524 6.427
H 4.528 -4.687 5.284
H 3.518 -5.157 3.105
H 2.077 -3.517 1.976
H 1.856 2.142 6.022
H -0.653 3.352 2.504
C -4.988 -0.476 -1.478
C -5.344 0.771 -2.225
C -6.674 1.085 -2.467
C -7.031 2.195 -3.212
C -6.048 3.020 -3.732
C -4.717 2.738 -3.484
C -4.353 1.628 -2.725
N -2.994 1.348 -2.522
C -2.367 1.134 -1.296
N -3.059 1.640 -0.261
C -3.050 1.427 1.136
C -2.088 0.618 1.751
C -2.271 0.456 3.133
C -3.292 1.057 3.849
C -4.198 1.868 3.193
C -4.094 2.068 1.827
C -5.087 2.985 1.157
N -1.209 0.564 -1.247
C -0.726 0.051 -2.464
C -1.165 -1.199 -2.895
C -0.764 -1.715 -4.113
C 0.071 -0.971 -4.927
C 0.518 0.268 -4.503
C 0.141 0.794 -3.275
C 0.598 2.156 -2.846
H -5.744 -1.238 -1.648
H -4.928 -0.290 -0.407
H -4.023 -0.854 -1.807
H -7.441 0.431 -2.077
H -8.074 2.407 -3.396
H -6.317 3.880 -4.328
H -3.942 3.379 -3.882
H -2.381 1.448 -3.316
H -3.878 2.153 -0.559
H -1.579 -0.176 3.684
H -3.379 0.904 4.919
H -4.999 2.344 3.742
H -5.716 3.446 1.916
H -5.740 2.451 0.463
H -4.585 3.788 0.611
H -1.853 -1.749 -2.263
H -1.125 -2.680 -4.437
H 0.364 -1.348 -5.897
H 1.154 0.853 -5.154
H 1.449 2.485 -3.438
H 0.878 2.138 -1.795
H -0.198 2.894 -2.958
```


3.
A structure of composition C13H32O12SSi2. Source: the OMol25 dataset; level of theory: ωB97M-V/def2-TZVPD.

charge: 0
orbital gap: 9.3 eV

XYZ file:
```
60
C13H32O12SSi2 | the OMol25 dataset | ωB97M-V/def2-TZVPD
C 8.542 -3.463 4.657
C 7.323 -4.339 5.154
S 5.911 -3.345 5.828
C 4.779 -2.925 4.406
Si 3.854 -1.280 4.656
O 2.629 -1.325 5.857
Si 1.612 -2.705 5.753
C 0.663 -2.850 4.085
O 0.304 -4.256 3.914
O -0.842 -4.432 4.710
H 8.378 -3.252 3.568
H 8.549 -2.490 5.215
H 9.538 -3.971 4.781
H 6.922 -4.923 4.285
H 7.641 -5.080 5.937
H 5.467 -2.762 3.521
H 4.124 -3.797 4.128
H 3.342 -0.744 3.375
H 4.862 -0.294 5.105
H 0.574 -2.529 6.795
H 2.289 -3.973 6.114
H 1.267 -2.573 3.185
H -0.314 -2.289 4.082
H -0.925 -5.372 4.933
C -2.220 2.285 0.589
O -1.636 1.247 1.376
C -1.689 0.038 0.811
O -2.172 -0.219 -0.260
O -1.113 -0.834 1.643
C -1.099 -2.179 1.163
H -2.119 3.215 1.145
H -1.696 2.389 -0.362
H -3.281 2.092 0.424
H -0.530 -2.251 0.235
H -2.114 -2.549 1.021
H -0.610 -2.793 1.916
C -1.356 2.151 -6.839
O -1.125 0.910 -6.169
C -1.382 0.943 -4.859
O -1.773 1.899 -4.242
O -1.130 -0.266 -4.355
C -1.366 -0.373 -2.949
H -1.116 2.005 -7.891
H -2.404 2.445 -6.759
H -0.707 2.931 -6.439
H -2.412 -0.179 -2.717
H -0.718 0.308 -2.398
H -1.129 -1.393 -2.651
C -5.726 6.975 -6.823
O -5.602 6.441 -5.507
C -4.967 5.264 -5.453
O -4.519 4.661 -6.392
O -4.919 4.879 -4.176
C -4.262 3.626 -3.971
H -6.254 7.924 -6.744
H -4.743 7.159 -7.259
H -6.308 6.306 -7.458
H -3.224 3.678 -4.294
H -4.788 2.826 -4.494
H -4.281 3.413 -2.904
```


4.
A cluster of 2 separate species, CH3FO2S in total. Source: the OMol25 dataset; level of theory: ωB97M-V/def2-TZVPD.

charge: 0
orbital gap (spin up / spin down): 9.6 / 9.6 eV
energy above the lowest of the compared OMol25 structures with the same formula, charge and spin: 426.7 kJ/mol

XYZ file:
```
8
CH3FO2S | the OMol25 dataset | ωB97M-V/def2-TZVPD
C 0.475 -0.384 -0.768
O -0.219 -0.318 1.744
O -1.285 1.213 0.082
F 1.435 -1.263 -0.607
S -0.152 0.521 0.598
H -1.225 -1.214 -0.273
H 0.174 -0.038 -1.681
H 0.797 1.483 0.905
```


5.
A cluster of 2 separate species, C4H5NO2 in total. Source: the OMol25 dataset; level of theory: ωB97M-V/def2-TZVPD.

charge: 0
structure (SMILES): CCC#N.O=C=O
orbital gap: 12.4 eV
energy above the lowest of the compared OMol25 structures with the same formula, charge and spin: 55.2 kJ/mol

XYZ file:
```
12
C4H5NO2 | the OMol25 dataset | ωB97M-V/def2-TZVPD
C -0.008 -0.374 -1.623
C 0.263 0.914 -0.777
C 0.966 0.706 0.560
N 1.533 0.705 1.513
H -0.586 -1.072 -1.095
H 0.929 -0.754 -2.029
H -0.538 -0.087 -2.559
H -0.774 1.311 -0.354
H 0.690 1.775 -1.421
O -1.446 -0.129 2.774
C -0.776 -1.030 2.690
O -0.254 -1.964 2.319
```


6.
A structure of composition C16H34CrP2. Source: the OMol25 dataset; level of theory: ωB97M-V/def2-TZVPD.

charge: 0
multiplicity: 5
orbital gap (spin up / spin down): 3.8 / 4.4 eV
energy above the lowest of the compared OMol25 structures with the same formula, charge and spin: 50.5 kJ/mol

XYZ file:
```
53
C16H34CrP2 | the OMol25 dataset | ωB97M-V/def2-TZVPD
P 0.449 -2.471 -2.110
P -0.061 2.812 -1.695
C 0.471 -0.879 -2.951
C 0.562 1.335 -2.653
H -0.036 -1.279 -3.911
H 1.518 -0.698 -3.297
H 1.165 0.761 -1.845
H 1.350 1.770 -3.366
C -1.607 3.294 -2.454
H -2.139 3.945 -1.744
H -2.234 2.413 -2.708
H -1.424 3.868 -3.370
C 1.200 4.063 -1.849
H 0.963 4.730 -2.674
H 2.155 3.584 -2.050
H 1.267 4.642 -0.938
C -0.816 -3.500 -2.824
H -1.036 -4.298 -2.102
H -0.519 -3.976 -3.770
H -1.757 -2.964 -3.008
C 2.061 -3.144 -2.395
H 2.839 -2.381 -2.330
H 2.175 -3.646 -3.356
H 2.269 -3.877 -1.625
Cr -0.810 0.359 -4.216
C 0.331 1.443 -5.608
C -1.127 1.657 -5.655
C -2.112 0.723 -6.387
C -1.732 -0.709 -6.838
C -0.830 -1.447 -5.824
C 0.548 -1.565 -5.937
C 1.410 -0.654 -6.739
C 0.984 0.777 -6.889
C 0.085 -2.036 -0.456
H 0.809 2.414 -5.298
H -1.541 2.331 -4.887
H -2.205 1.382 -7.246
H -3.078 0.672 -5.853
H -2.665 -1.326 -6.891
H -1.291 -0.647 -7.859
H -1.383 -2.191 -5.173
H 1.071 -2.265 -5.267
H 1.594 -1.049 -7.741
H 2.378 -0.616 -6.256
H 1.856 1.444 -7.062
H 0.317 0.871 -7.785
H 0.628 -1.095 -0.248
H 0.397 -2.860 0.191
H -1.015 -1.915 -0.407
C -0.459 2.218 -0.059
H -1.387 2.728 0.262
H 0.348 2.421 0.683
H -0.627 1.122 -0.161
```


7.
A cluster of 2 separate species, C6H6FN2O5 in total. Source: the OMol25 dataset; level of theory: ωB97M-V/def2-TZVPD.

charge: -1
orbital gap: 8.0 eV
energy above the lowest of the compared OMol25 structures with the same formula, charge and spin: 87.4 kJ/mol

XYZ file:
```
20
C6H6FN2O5 | the OMol25 dataset | ωB97M-V/def2-TZVPD
C -1.264 -1.321 -1.376
C 1.124 -2.182 -1.386
C 0.475 -0.542 -2.991
C 0.476 0.994 -0.816
C -0.730 -0.366 -2.255
C -0.792 0.941 1.242
N -0.198 -2.186 -0.905
N 1.386 0.375 -0.224
O 1.387 -1.537 -2.455
O -2.391 -1.370 -0.926
O 1.917 -2.930 -0.883
O 0.846 0.098 -3.959
O -0.659 1.360 -0.048
F -1.564 0.602 -2.690
H 0.334 1.505 -1.725
H -1.883 0.682 1.548
H -0.597 1.703 2.049
H -0.373 -0.131 1.394
H -0.329 -2.902 -0.088
H 2.146 0.141 -0.907
```


8.
A cluster of 2 separate species, C3H6NO3P in total. Source: the OMol25 dataset; level of theory: ωB97M-V/def2-TZVPD.

charge: -2
orbital gap: 5.9 eV
energy above the lowest of the compared OMol25 structures with the same formula, charge and spin: 215.4 kJ/mol

XYZ file:
```
14
C3H6NO3P | the OMol25 dataset | ωB97M-V/def2-TZVPD
C 1.561 -0.500 -0.373
C -0.861 -0.577 1.524
C -0.437 0.205 0.298
N 1.468 -1.448 -1.177
O 3.195 1.494 -1.156
O 3.439 0.775 1.315
O 4.296 -0.693 -0.499
P 3.279 0.373 -0.139
H -0.722 0.046 2.422
H -0.336 -1.561 1.476
H -1.875 -0.773 1.479
H -0.728 1.198 0.370
H -0.950 -0.279 -0.419
H 2.378 -1.801 -1.433
```


9.
A structure of composition C24H23Cl5CrN4O3S. Source: the OMol25 dataset; level of theory: ωB97M-V/def2-TZVPD.

charge: +1
multiplicity: 4
orbital gap (spin up / spin down): 6.8 / 6.6 eV
energy above the lowest of the compared OMol25 structures with the same formula, charge and spin: 68.1 kJ/mol

XYZ file:
```
61
C24H23Cl5CrN4O3S | the OMol25 dataset | ωB97M-V/def2-TZVPD
Cr 0.097 0.273 -0.687
C 0.588 0.981 3.400
C 0.798 0.604 1.972
N -0.173 0.212 1.193
N -1.401 0.019 1.642
C -2.245 -0.159 0.638
O -1.867 -0.077 -0.574
C -3.672 -0.312 0.933
C -4.219 0.178 2.119
C -5.582 0.084 2.334
C -6.398 -0.498 1.374
C -5.854 -0.995 0.200
C -4.496 -0.890 -0.030
C 2.072 0.648 1.293
C 3.303 0.822 1.932
C 4.469 0.675 1.203
C 4.376 0.354 -0.145
C 3.120 0.245 -0.722
N 1.999 0.412 -0.037
H -0.477 0.938 3.614
H 0.965 1.987 3.581
H 1.101 0.299 4.075
H -3.560 0.633 2.842
H -6.014 0.460 3.249
H -7.460 -0.564 1.545
H -6.489 -1.465 -0.533
H -4.060 -1.264 -0.943
H 3.336 1.054 2.984
H 5.428 0.796 1.682
H 5.262 0.188 -0.735
H 3.009 0.029 -1.776
Cl 0.779 -4.187 -6.183
C 0.709 -3.417 -4.655
C 0.409 -2.054 -4.572
Cl 0.129 -1.141 -5.991
C 0.352 -1.452 -3.325
Cl 0.064 0.229 -3.093
C 0.561 -2.162 -2.122
O 0.499 -1.564 -0.990
C 0.849 -3.543 -2.236
Cl 1.064 -4.426 -0.788
C 0.946 -4.149 -3.482
Cl 1.354 -5.804 -3.596
O -0.507 2.292 -0.426
S -1.771 2.591 0.350
C -3.051 2.891 -0.922
C -3.752 4.161 -0.489
C -2.648 5.146 -0.109
C -1.652 4.385 0.757
H -3.700 2.022 -0.971
H -2.515 3.007 -1.863
H -4.392 3.957 0.371
H -4.376 4.549 -1.292
H -3.050 5.999 0.436
H -2.160 5.515 -1.011
H -1.896 4.458 1.816
H -0.617 4.681 0.608
N 1.830 2.619 -1.870
H 1.034 3.135 -2.223
H 2.521 2.584 -2.611
H 2.223 3.166 -1.113
```


10.
An isolated molecule of C5H9NO. Source: the OMol25 dataset; level of theory: ωB97M-V/def2-TZVPD.

charge: 0
structure (SMILES): C/C(O)=C1/CN1C
orbital gap: 9.0 eV
energy above the lowest of the compared OMol25 structures with the same formula, charge and spin: 476.9 kJ/mol

XYZ file:
```
16
C5H9NO | the OMol25 dataset | ωB97M-V/def2-TZVPD
C 1.897 -1.415 -0.219
C 1.183 -0.243 -0.783
O 1.596 0.359 -1.834
C -0.053 0.387 -0.438
C -0.176 1.312 0.739
N -0.836 0.027 0.722
C -2.274 0.051 0.494
H 1.783 -2.257 -0.911
H 2.967 -1.201 -0.142
H 1.480 -1.691 0.753
H 0.521 0.912 -1.759
H -0.766 2.217 0.579
H 0.621 1.416 1.475
H -2.779 0.226 1.449
H -2.582 -0.924 0.103
H -2.583 0.825 -0.229
```


11.
A cluster of 2 separate species, C4H5N3O in total. Source: the OMol25 dataset; level of theory: ωB97M-V/def2-TZVPD.

charge: 0
structure (SMILES): N#Cc1ncco1.N
orbital gap: 10.0 eV
energy above the lowest of the compared OMol25 structures with the same formula, charge and spin: 233.8 kJ/mol

XYZ file:
```
13
C4H5N3O | the OMol25 dataset | ωB97M-V/def2-TZVPD
N 1.016 2.550 0.049
C 0.307 1.643 0.046
C -0.653 0.598 0.092
N -0.936 -0.152 -0.941
C -1.852 -1.058 -0.538
C -2.089 -0.790 0.794
O -1.402 0.269 1.173
H -2.326 -1.791 -1.194
H -2.872 -1.228 1.435
N 2.734 0.037 -0.525
H 3.297 -0.773 -0.375
H 1.784 -0.116 -0.131
H 2.993 0.810 0.115
```


12.
A structure of composition C5H10O. Source: the OMol25 dataset; level of theory: ωB97M-V/def2-TZVPD.

charge: 0
orbital gap: 9.2 eV
energy above the lowest of the compared OMol25 structures with the same formula, charge and spin: 348.0 kJ/mol

XYZ file:
```
16
C5H10O | the OMol25 dataset | ωB97M-V/def2-TZVPD
C -0.321 -0.398 -1.787
C 0.862 -0.214 -0.868
C 0.173 0.364 0.442
O -0.061 1.749 0.314
C -1.117 -0.303 0.712
C 0.488 -0.027 1.799
H -0.426 -1.378 -2.259
H -0.488 0.427 -2.484
H -1.213 -0.350 -0.965
H 1.583 0.554 -1.166
H 1.399 -1.151 -0.661
H 0.728 2.202 0.637
H -2.012 0.231 0.998
H -1.179 -1.385 0.722
H 0.807 0.724 2.542
H 0.776 -1.046 2.023
```


- Among the records above, which one has the highest charge?
  C24H23Cl5CrN4O3S


- Number 7 is which compound?
  C6H6FN2O5